Entry 1:
Below is a single C6H12O molecule, with properties calculated with the ωB97M-V functional and the def2-TZVPD basis.

Computed properties:
**Lowest unoccupied orbital energy**: 1.16 eV
**Energy above the lowest of the compared OMol25 structures with the same formula, charge and spin**: 0.4572 eV
**Structure (SMILES)**: CC[C@H]1CCCO1

```
! wB97M-V def2-TZVPD RIJCOSX def2/J DEFGRID3
* xyz 0 1
C 2.63 -0.21 0.29
C 1.44 0.31 -0.51
C 0.15 0.40 0.31
C -1.06 0.95 -0.46
C -2.22 0.12 0.12
C -1.52 -1.24 0.25
O -0.23 -0.91 0.76
H 2.87 0.45 1.13
H 2.41 -1.20 0.70
H 3.53 -0.29 -0.34
H 1.66 1.31 -0.92
H 1.24 -0.34 -1.37
H 0.35 1.02 1.21
H -1.18 2.03 -0.34
H -0.95 0.73 -1.53
H -3.08 0.05 -0.55
H -2.55 0.55 1.07
H -1.98 -1.99 0.88
H -1.49 -1.75 -0.72
*
```

=====

Entry 2:
Below is F6N3NaO12S6 as an isolated structure in a non-equilibrium geometry, with properties calculated with the ωB97M-V functional and the def2-TZVPD basis.

Computed properties:
**Lowest unoccupied orbital energy**: 4.20 eV
**Energy above the lowest of the compared OMol25 structures with the same formula, charge and spin**: 0.4520 eV

```
! wB97M-V def2-TZVPD RIJCOSX def2/J DEFGRID3
* xyz -2 1
Na 6.88 -26.51 0.07
N 5.19 -27.97 -0.53
S 5.42 -29.53 -0.58
O 6.37 -30.08 -1.48
O 4.27 -30.30 -0.20
F 6.28 -29.60 0.80
S 4.36 -27.81 -1.98
O 3.11 -28.46 -2.10
O 5.20 -27.72 -3.12
F 4.02 -26.28 -1.71
N 8.54 -26.06 -1.40
S 9.39 -27.46 -1.63
O 10.72 -27.33 -1.15
O 9.18 -28.17 -2.84
F 8.66 -28.37 -0.55
S 8.68 -25.38 -2.84
O 7.67 -25.76 -3.75
O 10.02 -25.20 -3.31
F 8.27 -23.90 -2.41
N 6.02 -25.78 2.15
S 5.59 -24.21 1.88
O 6.51 -23.32 1.25
O 4.60 -23.65 2.72
F 4.73 -24.60 0.56
S 6.28 -25.73 3.74
O 5.10 -25.93 4.52
O 7.22 -24.75 4.17
F 7.06 -27.11 3.85
*
```

=====

Entry 3:
Below is C19H38AsNO4PtSSb as an isolated structure, with properties calculated with the ωB97M-V functional and the def2-TZVPD basis.

Computed properties:
**Lowest unoccupied orbital energy**: -3.04 eV
**Energy above the lowest of the compared OMol25 structures with the same formula, charge and spin**: 0.0848 eV

```
! wB97M-V def2-TZVPD RIJCOSX def2/J DEFGRID3
* xyz 1 1
Pt -0.96 0.05 0.06
O -1.88 0.03 -1.74
N -1.75 1.31 -2.00
O -2.14 1.77 -3.02
O -1.21 1.97 -1.06
C -3.32 -3.02 -1.01
C -2.12 -3.40 -0.14
As -1.59 -1.98 1.08
C -3.08 -1.76 2.32
C -4.10 -0.72 1.87
C -0.22 -2.75 2.22
C 1.16 -2.87 1.58
H -3.51 -3.81 -1.73
H -3.14 -2.10 -1.55
H -4.22 -2.90 -0.40
H -1.25 -3.65 -0.75
H -2.33 -4.28 0.48
H -2.64 -1.48 3.28
H -3.53 -2.75 2.46
H -3.61 0.23 1.68
H -4.86 -0.57 2.64
H -4.61 -1.02 0.96
H -0.60 -3.72 2.55
H -0.19 -2.11 3.10
H 1.15 -3.54 0.73
H 1.88 -3.25 2.30
H 1.51 -1.89 1.24
C 1.42 -2.97 -2.47
C 2.48 -1.97 -1.99
Sb 1.65 -0.11 -1.27
C 3.47 0.61 -0.33
C 4.74 0.48 -1.17
C 1.76 1.01 -3.11
C 0.93 0.39 -4.24
H 1.88 -3.91 -2.76
H 0.86 -2.59 -3.32
H 0.70 -3.18 -1.68
H 3.18 -1.72 -2.79
H 3.07 -2.39 -1.17
H 3.57 0.05 0.60
H 3.30 1.65 -0.05
H 4.92 -0.55 -1.48
H 5.61 0.80 -0.60
H 4.69 1.10 -2.07
H 2.81 1.08 -3.41
H 1.42 2.03 -2.90
H 1.30 -0.60 -4.50
H 0.98 1.01 -5.14
H -0.13 0.29 -3.97
C 0.93 1.78 3.83
S 0.78 1.54 2.07
O -0.36 0.48 2.03
C -0.01 3.05 1.60
C -1.33 3.30 1.95
C -1.92 4.48 1.54
C -1.19 5.39 0.78
C 0.13 5.13 0.42
C 0.73 3.94 0.82
H -0.06 1.99 4.24
H 1.60 2.63 3.99
H 1.35 0.88 4.26
H -1.88 2.56 2.52
H -2.94 4.69 1.80
H -1.66 6.31 0.46
H 0.68 5.84 -0.17
H 1.74 3.71 0.53
*
```